Computed, not measured: a 3-piece molecular cluster, C37H71N3O4 overall, with the ωB97M-V functional and the def2-TZVPD basis.

HOMO (eV): -8.10
Energy (Eh): -1917.35186
E_LUMO (Eh): -0.037
Multiplicity: 1
SMILES string: COCCCCCCCCCCCC1=CC(=O)C=C(CCCCN(C)C(C)=O)C1=O.CCN(CC)CC.CCN(CC)CC
Charge: 0
ΔE to the lowest compared entry with this formula, charge and spin (kcal/mol): 0.0

Bonds (Å) are listed after each position.
Geometry (Å):
1 C 8.140 -2.448 -1.720  O2 1.449, H31 1.142, H32 1.149, H33 1.145
2 O 6.879 -2.880 -2.288  C1 1.449, C3 1.444
3 C 6.963 -2.991 -3.725  O2 1.444, C4 1.609, H34 1.146, H35 1.151
4 C 7.148 -1.576 -4.466  C3 1.609, C5 1.603, H36 1.150, H37 1.145
5 C 6.260 -0.404 -3.827  C4 1.603, C6 1.615, H38 1.143, H39 1.148
6 C 4.798 -0.343 -4.508  C5 1.615, C7 1.608, H40 1.151, H41 1.137
7 C 3.934 0.846 -3.857  C6 1.608, C8 1.613, H42 1.139, H43 1.152
8 C 2.534 1.052 -4.631  C7 1.613, C9 1.619, H44 1.149, H45 1.149
9 C 2.001 2.579 -4.574  C8 1.619, C10 1.628, H46 1.141, H47 1.149
10 C 0.569 2.676 -3.807  C9 1.628, C11 1.604, H48 1.145, H49 1.149
11 C -0.540 3.008 -4.917  C10 1.604, C12 1.626, H50 1.140, H51 1.152
12 C -1.955 3.481 -4.270  C11 1.626, C13 1.601, H52 1.139, H53 1.151
13 C -2.721 2.134 -3.867  C12 1.601, C14 1.587, H54 1.140, H55 1.150
14 C -4.104 2.353 -3.119  C13 1.587, C15 1.414, C29 1.596
15 C -4.156 2.760 -1.766  C14 1.414, C16 1.597, H56 1.146
16 C -5.554 2.928 -1.014  C15 1.597, O17 1.244, C18 1.604
17 O -5.677 3.518 0.075  C16 1.244
18 C -6.848 2.256 -1.681  C16 1.604, C19 1.405, H57 1.141
19 C -6.839 1.845 -3.025  C18 1.405, C20 1.584, C29 1.607
20 C -8.020 1.131 -3.803  C19 1.584, C21 1.602, H58 1.152, H59 1.147
21 C -9.493 1.500 -3.294  C20 1.602, C22 1.620, H60 1.150, H61 1.149
22 C -10.254 0.202 -2.694  C21 1.620, C23 1.600, H62 1.149, H63 1.135
23 C -11.482 -0.298 -3.589  C22 1.600, N24 1.492, H64 1.143, H65 1.151
24 N -11.227 -1.551 -4.359  C23 1.492, C25 1.500, C26 1.471
25 C -12.361 -1.712 -5.328  N24 1.500, H66 1.134, H67 1.152, H68 1.147
26 C -11.297 -2.741 -3.498  N24 1.471, C27 1.615, O28 1.263
27 C -11.323 -4.245 -4.087  C26 1.615, H69 1.134, H70 1.148, H71 1.134
28 O -11.296 -2.676 -2.237  C26 1.263
29 C -5.487 2.074 -3.864  C14 1.596, C19 1.607, O30 1.246
30 O -5.518 1.999 -5.107  C29 1.246
31 H 8.170 -2.663 -0.599  C1 1.142
32 H 9.041 -2.983 -2.192  C1 1.149
33 H 8.199 -1.313 -1.852  C1 1.145
34 H 6.066 -3.590 -4.112  C3 1.146
35 H 7.883 -3.647 -3.950  C3 1.151
36 H 8.262 -1.290 -4.442  C4 1.150
37 H 6.782 -1.732 -5.540  C4 1.145
38 H 6.142 -0.481 -2.693  C5 1.143
39 H 6.773 0.592 -4.078  C5 1.148
40 H 4.983 -0.155 -5.628  C6 1.151
41 H 4.266 -1.342 -4.390  C6 1.137
42 H 4.511 1.828 -3.835  C7 1.139
43 H 3.666 0.550 -2.776  C7 1.152
44 H 1.707 0.385 -4.191  C8 1.149
45 H 2.637 0.773 -5.741  C8 1.149
46 H 2.760 3.302 -4.122  C9 1.141
47 H 1.826 2.930 -5.655  C9 1.149
48 H 0.343 1.728 -3.206  C10 1.145
49 H 0.644 3.526 -3.037  C10 1.149
50 H -0.161 3.819 -5.623  C11 1.140
51 H -0.689 2.070 -5.570  C11 1.152
52 H -2.543 4.125 -5.002  C12 1.139
53 H -1.659 4.054 -3.317  C12 1.151
54 H -2.920 1.483 -4.781  C13 1.140
55 H -2.033 1.580 -3.132  C13 1.150
56 H -3.172 2.945 -1.209  C15 1.146
57 H -7.785 2.108 -1.046  C18 1.141
58 H -7.878 -0.002 -3.648  C20 1.152
59 H -7.946 1.278 -4.939  C20 1.147
60 H -9.507 2.317 -2.484  C21 1.150
61 H -10.083 1.949 -4.171  C21 1.149
62 H -10.650 0.503 -1.659  C22 1.149
63 H -9.565 -0.684 -2.521  C22 1.135
64 H -12.449 -0.382 -2.986  C23 1.143
65 H -11.669 0.531 -4.366  C23 1.151
66 H -12.909 -0.753 -5.583  C25 1.134
67 H -13.166 -2.454 -4.968  C25 1.152
68 H -11.959 -2.134 -6.317  C25 1.147
69 H -11.946 -4.344 -5.029  C27 1.134
70 H -11.851 -4.879 -3.288  C27 1.148
71 H -10.281 -4.677 -4.204  C27 1.134
72 C 6.240 -0.380 0.515  C73 1.524, H79 1.093, H80 1.093, H81 1.093
73 C 5.537 -0.084 1.835  C72 1.524, N74 1.459, H82 1.095, H83 1.098
74 N 5.846 -1.039 2.894  C73 1.459, C75 1.460, C77 1.459
75 C 4.973 -0.912 4.057  N74 1.460, C76 1.529, H84 1.095, H85 1.097
76 C 5.044 0.387 4.861  C75 1.529, H86 1.090, H87 1.094, H88 1.092
77 C 7.261 -1.228 3.195  N74 1.459, C78 1.529, H89 1.095, H90 1.096
78 C 8.068 -0.001 3.621  C77 1.529, H91 1.092, H92 1.094, H93 1.090
79 H 6.018 -1.392 0.167  C72 1.093
80 H 5.896 0.321 -0.251  C72 1.093
81 H 7.324 -0.267 0.594  C72 1.093
82 H 4.460 -0.118 1.637  C73 1.095
83 H 5.770 0.946 2.136  C73 1.098
84 H 5.148 -1.754 4.734  C75 1.095
85 H 3.939 -1.041 3.716  C75 1.097
86 H 5.940 0.429 5.480  C76 1.090
87 H 4.188 0.444 5.540  C76 1.094
88 H 5.012 1.274 4.225  C76 1.092
89 H 7.744 -1.662 2.314  C77 1.095
90 H 7.366 -2.002 3.964  C77 1.096
91 H 7.851 0.877 3.008  C78 1.092
92 H 9.136 -0.211 3.518  C78 1.094
93 H 7.894 0.253 4.666  C78 1.090
94 C 3.704 -1.783 7.866  C95 1.524, H101 1.093, H102 1.093, H103 1.092
95 C 2.243 -1.730 8.296  C94 1.524, N96 1.458, H104 1.095, H105 1.098
96 N 2.010 -0.936 9.497  C95 1.458, C97 1.461, C99 1.459
97 C 0.671 -1.110 10.052  N96 1.461, C98 1.529, H106 1.095, H107 1.096
98 C -0.515 -0.641 9.208  C97 1.529, H108 1.090, H109 1.094, H110 1.091
99 C 2.497 0.439 9.463  N96 1.459, C100 1.529, H111 1.095, H112 1.096
100 C 1.963 1.355 8.362  C99 1.529, H113 1.092, H114 1.094, H115 1.090
101 H 4.340 -2.154 8.673  C94 1.093
102 H 3.814 -2.460 7.015  C94 1.093
103 H 4.074 -0.804 7.551  C94 1.092
104 H 1.930 -2.761 8.491  C95 1.095
105 H 1.639 -1.373 7.450  C95 1.098
106 H 0.620 -0.623 11.032  C97 1.095
107 H 0.531 -2.177 10.265  C97 1.096
108 H -0.610 0.445 9.215  C98 1.090
109 H -1.443 -1.041 9.626  C98 1.094
110 H -0.452 -0.983 8.174  C98 1.091
111 H 3.589 0.413 9.384  C99 1.095
112 H 2.313 0.911 10.435  C99 1.096
113 H 1.930 0.865 7.387  C100 1.092
114 H 2.615 2.227 8.264  C100 1.094
115 H 0.967 1.729 8.597  C100 1.090